Entry 1:
Molecular formula: C36H41Cl3CrNO9PS4
Method: DFT, wB97M-V/def2-TZVPD

Geometry (Å):
Cr 12.418 11.832 14.168
C 15.635 12.706 19.100
C 16.578 13.516 18.183
C 16.174 12.978 16.787
O 15.800 11.623 17.029
C 14.941 11.721 18.156
H 14.894 13.351 19.612
H 16.204 12.226 19.904
H 17.602 13.277 18.402
H 16.478 14.589 18.305
H 16.965 12.987 15.993
H 15.269 13.493 16.412
H 14.799 10.740 18.576
H 13.958 12.077 17.784
S 11.620 14.800 10.810
C 12.140 13.457 11.780
N 11.647 13.369 12.963
C 10.740 14.408 13.200
C 9.945 14.590 14.322
C 9.094 15.658 14.336
C 9.016 16.580 13.265
C 9.791 16.379 12.147
C 10.644 15.275 12.111
H 12.902 12.755 11.466
H 10.006 13.858 15.122
H 8.448 15.821 15.178
H 8.349 17.414 13.332
H 9.709 17.032 11.298
C 19.227 12.345 12.284
C 18.233 12.058 13.392
C 17.704 10.622 13.336
O 17.174 13.044 13.438
P 15.786 13.190 12.628
S 15.048 14.965 12.757
S 14.575 11.631 13.162
O 16.346 12.702 11.163
C 15.426 12.308 10.138
C 16.121 11.154 9.435
C 15.117 13.435 9.156
H 20.105 11.706 12.454
H 19.552 13.384 12.276
H 18.800 12.125 11.317
H 18.771 12.187 14.326
H 17.127 10.497 12.435
H 17.095 10.415 14.217
H 18.583 9.952 13.400
H 14.500 11.945 10.575
H 17.096 11.490 9.069
H 15.563 10.791 8.578
H 16.212 10.349 10.154
H 16.009 13.621 8.575
H 14.814 14.378 9.658
H 14.304 13.109 8.494
O 10.408 11.287 14.897
H 9.892 11.212 14.066
H 10.541 10.351 15.187
Cl 14.868 8.366 16.815
C 13.650 8.012 15.573
Cl 12.805 6.524 15.958
Cl 14.537 7.862 14.029
C 12.632 9.197 15.396
O 11.428 8.881 15.317
O 13.189 10.301 15.293
O 9.747 10.829 12.519
C 10.799 10.194 12.297
O 11.931 10.427 12.775
C 10.679 9.001 11.353
C 11.625 7.978 11.366
C 11.437 6.885 10.514
C 10.347 6.834 9.675
C 9.387 7.836 9.686
C 9.518 8.910 10.550
H 12.467 8.097 12.035
H 12.165 6.072 10.517
H 10.258 6.001 8.985
H 8.519 7.760 9.048
H 8.798 9.702 10.597
C 7.574 15.019 23.441
C 8.490 14.585 22.310
O 9.295 13.715 22.489
S 8.235 15.534 20.815
C 9.470 14.983 19.698
C 10.358 15.926 19.180
C 11.242 15.601 18.167
C 11.312 14.284 17.714
C 10.504 13.329 18.336
C 9.547 13.661 19.289
C 12.089 13.802 16.628
C 12.553 13.205 15.685
H 8.196 15.554 24.170
H 7.160 14.129 23.957
H 6.788 15.706 23.135
H 10.368 16.925 19.556
H 11.896 16.342 17.734
H 10.620 12.295 18.048
H 8.902 12.865 19.716

Computed properties:
spin multiplicity	4
total charge	-1
LUMO level (spin up / spin down)	0.07615 / 0.07606	Eh
expectation value of S²	3.792
HOMO (spin up / spin down)	-5.842 / -5.862	eV
gap between HOMO and LUMO (spin up / spin down)	0.291 / 0.292	Ha
ΔE to the lowest compared entry with this formula, charge and spin	0.0	kcal/mol

These are the Löwdin partial charges, in e, on atoms 1 to 6: Cr 0.617; C -0.159; C -0.150; C -0.187; O -0.173; C -0.226

***

Entry 2:
Molecular formula: C36H41FN2O10
Method: DFT, wB97M-V/def2-TZVPD

Geometry (Å):
C -4.990 -4.987 -3.919
C -4.355 -3.929 -2.966
N -3.838 -2.691 -3.696
C -3.247 -1.603 -3.071
C -2.858 -0.735 -4.144
N -3.355 -1.288 -5.333
C -3.881 -2.527 -5.061
C -3.236 -0.738 -6.643
H -4.176 -5.595 -4.313
H -5.565 -4.515 -4.715
H -5.735 -5.500 -3.310
H -3.526 -4.472 -2.513
H -5.134 -3.664 -2.251
H -3.088 -1.549 -2.004
H -2.240 0.151 -4.139
H -4.327 -3.158 -5.815
H -3.158 -1.482 -7.436
H -2.447 0.012 -6.691
H -4.159 -0.208 -6.878
F 0.542 0.088 0.172
C 0.877 -4.436 4.606
C 0.828 -4.105 3.261
C -0.378 -4.244 2.514
C -1.534 -4.751 3.150
C -1.493 -5.018 4.494
C -0.240 -4.922 5.203
O -0.111 -5.035 6.511
O -0.340 -3.852 1.246
H 1.795 -4.239 5.139
H 1.804 -3.744 2.970
H -2.324 -4.955 2.442
H -2.405 -5.124 5.064
H -0.699 -4.526 7.074
H 0.052 -2.992 1.412
C 3.943 -0.518 -6.079
C 3.305 0.051 -4.943
C 2.542 1.157 -5.106
C 2.177 1.708 -6.348
C 2.872 1.138 -7.467
C 3.723 0.061 -7.347
O 4.357 -0.386 -8.542
O 1.943 1.745 -4.073
H 4.471 -1.453 -5.972
H 3.339 -0.328 -3.932
H 1.462 2.517 -6.392
H 2.750 1.507 -8.475
H 5.277 -0.360 -8.268
H 1.824 1.225 -3.275
C 6.362 -1.720 4.564
C 5.919 -1.228 3.320
C 5.073 -0.140 3.198
C 4.684 0.432 4.370
C 5.023 -0.008 5.640
C 5.921 -1.092 5.745
O 6.330 -1.435 6.975
O 4.485 0.050 1.975
H 6.871 -2.669 4.647
H 6.248 -1.766 2.444
H 3.989 1.247 4.233
H 4.655 0.509 6.514
H 5.952 -0.716 7.486
H 3.539 -0.108 1.922
C -5.134 0.190 2.989
C -4.012 0.723 2.334
C -4.145 1.941 1.654
C -5.364 2.593 1.609
C -6.492 2.019 2.134
C -6.444 0.796 2.813
O -7.612 0.253 3.297
O -2.906 2.357 1.144
H -5.018 -0.825 3.338
H -3.054 0.229 2.280
H -5.449 3.512 1.048
H -7.466 2.484 2.115
H -8.221 0.378 2.565
H -2.317 1.602 1.089
C 1.759 7.122 2.766
C 2.416 8.019 1.897
C 3.015 7.434 0.820
C 2.925 6.051 0.549
C 2.129 5.202 1.278
C 1.665 5.721 2.430
O 0.830 4.954 3.234
O 3.630 8.269 0.028
H 1.435 7.546 3.705
H 2.384 9.092 2.013
H 3.311 5.584 -0.345
H 2.065 4.170 0.966
H 0.343 4.336 2.684
H 3.633 9.156 0.394

Computed properties:
LUMO level	-0.04242	Eh
HOMO	-6.729	eV
gap between HOMO and LUMO	0.205	Ha

These are the Löwdin partial charges, in e, on atoms 1 to 6: C -0.073; C -0.121; N -0.042; C 0.048; C 0.050; N -0.110

***

Entry 3:
Molecular formula: C36H41N10OReSTe
Method: DFT, wB97M-V/def2-TZVPD

Geometry (Å):
Re -1.578 -1.054 0.622
C 9.201 7.445 -0.968
O 8.861 6.602 0.136
C 7.775 5.854 0.059
C 7.500 5.051 1.177
C 6.394 4.243 1.191
C 5.522 4.206 0.089
C 5.806 5.008 -1.016
C 6.916 5.826 -1.042
C 4.367 3.338 0.147
N 4.051 2.554 1.170
C 2.911 1.923 0.815
C 2.492 2.308 -0.454
N 3.436 3.212 -0.862
C 1.316 1.800 -1.050
C 0.806 2.160 -2.314
C -0.371 1.609 -2.758
C -1.045 0.693 -1.950
N -0.580 0.317 -0.763
C 0.577 0.855 -0.297
C 1.006 0.438 1.005
N 0.235 -0.491 1.668
C 0.631 -0.864 2.893
C 1.764 -0.358 3.521
C 2.543 0.566 2.866
C 2.168 0.976 1.577
H 10.113 7.951 -0.680
H 8.418 8.183 -1.149
H 9.380 6.856 -1.867
H 8.181 5.092 2.018
H 6.184 3.626 2.054
H 5.162 5.016 -1.892
H 7.108 6.439 -1.914
H 3.471 3.713 -1.729
H 1.332 2.880 -2.930
H -0.793 1.882 -3.716
H -1.998 0.276 -2.259
H 0.033 -1.610 3.392
H 2.012 -0.708 4.515
H 3.438 0.986 3.313
C -6.557 -1.688 -0.383
N -5.797 -0.488 0.002
C -6.588 0.525 0.732
C -5.538 1.474 1.307
N -4.286 0.768 1.010
C -3.013 1.407 1.216
C -4.494 -0.322 0.250
N -3.461 -1.053 -0.193
C -3.697 -2.175 -1.120
C -2.375 -2.568 -1.750
N -1.322 -2.556 -0.710
C -0.136 -3.157 -1.004
N 0.602 -3.769 -0.078
C 0.228 -4.173 1.266
C 1.869 -4.249 -0.648
C 1.619 -4.117 -2.149
N 0.453 -3.210 -2.203
C 0.016 -2.748 -3.521
H -7.532 -1.349 -0.729
H -6.694 -2.343 0.476
H -6.101 -2.240 -1.195
H -7.173 0.030 1.507
H -7.270 1.022 0.046
H -5.645 1.624 2.378
H -5.550 2.443 0.812
H -3.143 2.226 1.920
H -2.569 1.806 0.307
H -2.313 0.753 1.780
H -4.368 -1.873 -1.923
H -4.126 -3.017 -0.583
H -2.144 -1.872 -2.555
H -2.458 -3.565 -2.177
H -0.828 -3.993 1.436
H 0.819 -3.637 2.010
H 0.424 -5.238 1.379
H 2.047 -5.275 -0.338
H 2.697 -3.632 -0.298
H 1.377 -5.065 -2.629
H 2.457 -3.665 -2.671
H 0.870 -2.826 -4.188
H -0.279 -1.702 -3.502
H -0.786 -3.364 -3.929
Te -2.576 -2.016 2.919
C -4.145 -3.259 2.315
C -4.076 -4.386 1.538
C -5.305 -5.095 1.500
C -6.268 -4.510 2.272
S -5.694 -3.100 3.046
H -3.173 -4.712 1.031
H -5.460 -6.018 0.955
H -7.279 -4.857 2.447

Computed properties:
spin multiplicity	4
total charge	+3
LUMO level (spin up / spin down)	-0.32714 / -0.34991	Eh
expectation value of S²	3.777
HOMO (spin up / spin down)	-13.537 / -13.535	eV
gap between HOMO and LUMO (spin up / spin down)	0.170 / 0.147	Ha

These are the Löwdin partial charges, in e, on atoms 1 to 6: Re 1.333; C -0.036; O -0.036; C -0.275; C 0.033; C -0.005

***

Entry 4:
Molecular formula: C36H42BBeF4N6O2
Method: DFT, wB97M-V/def2-TZVPD

Geometry (Å):
Be -0.395 2.090 1.788
B 0.052 -0.297 -0.041
F -0.235 -0.636 -1.345
F 0.862 -1.300 0.444
F 0.728 0.937 -0.002
F -1.127 -0.120 0.710
N -1.279 0.352 -5.650
C -1.590 0.110 -6.941
C -0.983 -0.879 -7.715
C -0.046 -1.725 -7.099
C 0.279 -1.501 -5.782
C -0.345 -0.439 -5.100
H -2.221 0.724 -7.572
H -1.205 -0.838 -8.772
H 0.434 -2.533 -7.635
H 0.922 -2.151 -5.208
H -0.230 -0.344 -4.028
N 0.112 -5.731 0.571
C -0.008 -6.373 1.741
C -0.682 -5.801 2.831
C -1.176 -4.504 2.758
C -0.910 -3.790 1.571
C -0.344 -4.478 0.547
H 0.264 -7.416 1.649
H -0.794 -6.308 3.781
H -1.795 -4.032 3.506
H -1.367 -2.840 1.326
H -0.215 -3.949 -0.391
N -1.619 2.799 -0.277
C -1.414 2.342 -1.538
C -1.779 3.073 -2.642
C -2.390 4.309 -2.489
C -2.812 4.635 -1.215
C -2.395 3.899 -0.131
H -1.029 1.345 -1.701
H -1.724 2.602 -3.616
H -2.616 4.859 -3.392
H -3.293 5.587 -1.030
H -2.687 4.242 0.852
N 3.150 -2.531 -4.063
C 2.480 -2.224 -2.959
C 2.315 -3.118 -1.915
C 2.879 -4.381 -2.006
C 3.620 -4.706 -3.140
C 3.662 -3.778 -4.150
H 2.148 -1.195 -2.879
H 1.754 -2.779 -1.056
H 2.718 -5.071 -1.188
H 3.943 -5.712 -3.371
H 4.034 -4.058 -5.128
N 2.223 1.609 2.371
C 2.455 1.603 3.697
C 3.412 0.806 4.312
C 4.298 0.161 3.482
C 4.148 0.133 2.100
C 3.126 0.964 1.625
H 1.880 2.245 4.353
H 3.492 0.673 5.381
H 5.103 -0.418 3.921
H 4.926 -0.305 1.494
H 2.982 1.134 0.565
N -2.781 1.894 2.632
C -3.179 2.497 3.774
C -4.463 2.373 4.272
C -5.369 1.569 3.633
C -4.934 0.803 2.562
C -3.667 1.041 2.066
H -2.527 3.168 4.318
H -4.638 2.685 5.293
H -6.336 1.476 4.111
H -5.505 0.062 2.022
H -3.256 0.367 1.325
C 2.660 4.316 -1.514
C 1.370 4.401 -0.755
O 1.178 3.652 0.188
C 0.529 5.620 -0.965
H 3.179 5.269 -1.441
H 2.478 3.988 -2.539
H 3.264 3.520 -1.080
H -0.080 5.779 -0.076
H -0.087 5.600 -1.861
H 1.118 6.535 -1.057
C 0.837 -1.418 3.493
C -0.216 -0.531 4.026
O -0.379 0.601 3.568
C -1.332 -1.183 4.787
H 0.452 -2.394 3.202
H 1.644 -1.553 4.219
H 1.337 -1.045 2.600
H -2.127 -0.456 4.962
H -1.119 -1.581 5.781
H -1.750 -2.028 4.243

Computed properties:
total charge	+1
LUMO level	-0.16476	Eh
HOMO	-10.657	eV
gap between HOMO and LUMO	0.227	Ha
ΔE to the lowest compared entry with this formula, charge and spin	1.4	kcal/mol

These are the Löwdin partial charges, in e, on atoms 1 to 6: Be 0.990; B -1.371; F 0.146; F 0.145; F 0.098; F 0.105

***

Entry 5:
Molecular formula: C36H43BBr2N7OPtS3
Method: DFT, wB97M-V/def2-TZVPD

Geometry (Å):
Pt -2.901 0.247 0.043
C -2.794 -3.042 4.234
C -1.673 -2.625 3.363
C -0.454 -3.268 3.360
C 0.544 -2.877 2.443
N 0.330 -1.867 1.626
N -0.808 -1.216 1.632
B -0.881 -0.084 0.555
N -0.153 1.200 1.048
N 1.137 1.111 1.329
C 1.795 2.140 1.814
C 1.117 3.345 2.126
C -0.212 3.480 1.814
C -1.001 4.704 2.095
C -0.837 2.353 1.204
S -2.450 2.509 0.659
C 3.290 2.080 2.012
C 3.928 3.057 1.008
C 3.829 0.672 1.770
C 3.685 2.508 3.434
N -0.311 -0.639 -0.772
N 0.792 -0.142 -1.257
C 1.319 -0.595 -2.373
C 0.768 -1.737 -2.998
C -0.414 -2.267 -2.532
C -1.107 -3.406 -3.183
C -0.997 -1.619 -1.408
S -2.571 -2.031 -0.867
C 2.469 0.154 -2.983
C 1.969 0.751 -4.311
C 3.657 -0.772 -3.254
C 2.911 1.284 -2.054
C -1.837 -1.548 2.445
S -3.315 -0.692 2.374
C 1.893 -3.543 2.353
C 2.068 -4.692 3.342
C 2.125 -4.016 0.913
C 2.934 -2.456 2.668
H -2.513 -3.880 4.866
H -3.653 -3.335 3.629
H -3.126 -2.218 4.866
H -0.269 -4.086 4.039
H 1.652 4.155 2.595
H -0.355 5.521 2.402
H -1.714 4.502 2.897
H -1.582 5.008 1.225
H 3.721 2.758 -0.016
H 5.006 3.061 1.156
H 3.566 4.073 1.145
H 3.298 0.208 0.945
H 3.701 0.079 2.666
H 4.889 0.705 1.542
H 3.540 3.572 3.606
H 4.743 2.299 3.576
H 3.130 1.951 4.185
H 1.252 -2.152 -3.869
H -0.636 -3.656 -4.129
H -2.158 -3.178 -3.356
H -1.083 -4.286 -2.537
H 1.676 -0.025 -5.013
H 2.766 1.333 -4.765
H 1.117 1.406 -4.147
H 3.445 -1.509 -4.022
H 3.961 -1.290 -2.350
H 4.493 -0.173 -3.601
H 2.076 1.940 -1.823
H 3.695 1.868 -2.526
H 3.301 0.855 -1.136
H 1.354 -5.494 3.162
H 1.975 -4.345 4.369
H 3.066 -5.110 3.227
H 1.452 -4.827 0.648
H 3.146 -4.372 0.813
H 1.978 -3.191 0.218
H 2.761 -2.020 3.647
H 2.868 -1.690 1.906
H 3.928 -2.891 2.653
Br -1.993 0.478 -5.192
C -3.491 1.191 -4.332
C -4.510 1.824 -5.010
C -5.577 2.377 -4.313
Br -6.894 3.323 -5.278
C -5.687 2.215 -2.891
C -6.739 2.726 -2.110
C -6.795 2.436 -0.765
C -5.803 1.633 -0.199
N -4.773 1.199 -0.899
C -4.680 1.491 -2.208
C -3.477 1.063 -2.906
O -2.478 0.614 -2.307
H -4.471 1.895 -6.087
H -7.492 3.355 -2.561
H -7.597 2.814 -0.150
H -5.855 1.338 0.841

Computed properties:
total charge	+3
LUMO level	-0.45043	Eh
HOMO	-15.940	eV
gap between HOMO and LUMO	0.135	Ha

These are the Löwdin partial charges, in e, on atoms 1 to 6: Pt 0.777; C -0.041; C -0.222; C 0.120; C -0.162; N 0.192

***

We obtain largest force on an atom values of 2.14 3.99 0.52 2.80 3.12 eV/A for the records listed above, in that order.